No. 1
68
Properties=species:S:1:pos:R:3:forces:R:3:nbo_charge:R:1 method="wB97M-V/def2-TZVPD" spin_multiplicity=1 smiles="CCCCO[PH](Br)(CC(=O)OC(C)=O)CP(=O)(O)O.CCOS(C)(=O)=O.CCOS(C)(=O)=O" e_lumo_ev=0.40 homo_lumo_gap_ev=9.581
C 3.9870 -2.5385 1.2152 0.0 0.3 -0.1 -0.602
C 3.0612 -2.2347 0.0414 0.4 0.1 0.0 -0.395
C 3.6681 -1.1685 -0.8727 0.0 -0.4 -0.1 -0.437
C 2.9190 -0.9888 -2.1958 0.0 -0.5 0.1 -0.070
O 1.8302 -0.0765 -2.2143 0.1 0.2 0.0 -0.840
P 1.9155 1.5355 -1.7494 0.0 -1.0 -0.2 1.493
Br 1.8035 3.8965 -1.1700 -0.1 0.4 0.0 -0.474
C 3.5279 1.8642 -2.5873 -0.1 0.7 0.0 -0.850
C 4.7699 1.7793 -1.7567 0.4 -0.8 -0.2 0.812
O 5.6967 1.0559 -2.0285 -0.2 0.4 0.0 -0.578
O 4.7743 2.5788 -0.6750 -0.1 0.1 -0.1 -0.547
C 6.0726 2.9008 -0.2117 0.3 0.2 0.0 0.824
C 6.5570 2.0958 0.9392 0.1 -0.2 0.2 -0.735
O 6.6596 3.7937 -0.7252 -0.1 -0.1 0.0 -0.496
C 1.6606 1.2066 0.0341 0.1 0.4 0.4 -1.189
P -0.0541 1.5812 0.4906 -1.1 0.5 -0.8 2.387
O -0.9041 2.0055 -0.6320 0.3 -0.1 -0.1 -1.105
O -0.0275 2.6181 1.6867 0.3 -0.2 0.3 -0.985
O -0.6254 0.2337 1.1338 0.3 -0.2 0.1 -1.004
H 3.5759 -3.2840 1.8910 0.0 -0.1 0.0 0.215
H 4.9426 -2.8948 0.8292 0.0 -0.1 0.1 0.203
H 4.2014 -1.6321 1.7848 -0.1 0.0 0.1 0.195
H 2.0707 -1.9396 0.3892 -0.1 -0.1 0.0 0.198
H 2.9778 -3.1416 -0.5602 -0.3 -0.1 0.0 0.202
H 3.8033 -0.2354 -0.3261 0.1 0.1 0.0 0.191
H 4.6720 -1.5105 -1.1356 0.1 0.1 0.0 0.223
H 3.6348 -0.7886 -2.9966 0.0 0.4 0.0 0.177
H 2.4898 -1.9606 -2.4486 -0.1 0.0 0.0 0.196
H 0.7807 1.7999 -2.4840 -0.1 0.2 -0.1 0.045
H 3.6646 1.2371 -3.4624 -0.2 -0.3 0.2 0.270
H 3.4480 2.8951 -2.9330 0.0 0.0 0.1 0.303
H 7.5013 1.6416 0.6424 0.0 0.0 0.0 0.261
H 5.8716 1.3126 1.2441 -0.1 0.0 0.0 0.230
H 6.7633 2.7705 1.7687 0.0 0.0 0.0 0.252
H 1.8138 0.1685 0.3075 0.2 -0.1 -0.2 0.281
H 2.3163 1.8711 0.5932 0.1 -0.1 0.1 0.298
H -0.1094 2.2031 2.5571 -0.2 0.1 0.0 0.526
H -1.4224 0.0167 0.6249 -0.1 0.0 0.3 0.528
C -3.8572 -0.9248 4.7618 0.1 0.2 0.0 -0.642
C -4.9321 -0.2835 3.9096 -0.1 -0.4 0.0 -0.077
O -4.8307 1.1608 3.8624 0.1 0.1 0.1 -0.721
S -3.6841 1.7859 2.9651 -0.2 0.1 0.0 2.393
C -4.2513 3.4472 2.9706 0.0 0.0 0.0 -0.888
O -3.7829 1.2390 1.6457 0.2 -0.2 -0.1 -0.947
O -2.4356 1.7146 3.6650 0.1 0.0 -0.1 -0.955
H -2.8690 -0.7937 4.3244 0.0 0.0 0.0 0.228
H -4.0536 -1.9932 4.8510 -0.1 0.0 0.0 0.221
H -3.8432 -0.4825 5.7575 0.0 0.0 0.0 0.218
H -4.9258 -0.6730 2.8908 0.0 0.1 0.0 0.200
H -5.9179 -0.4690 4.3294 0.0 0.1 0.0 0.198
H -5.2053 3.4943 2.4540 0.0 0.0 0.0 0.254
H -3.4997 4.0315 2.4437 0.0 0.0 0.0 0.265
H -4.3409 3.7816 4.0003 0.0 0.0 0.0 0.254
C -2.5508 -0.6881 -3.3252 0.1 -0.2 -0.1 -0.646
C -3.4601 -1.0014 -2.1556 0.4 0.4 0.0 -0.073
O -4.4402 -2.0214 -2.4699 -0.1 0.0 0.0 -0.726
S -3.9433 -3.5247 -2.5382 -0.2 0.2 0.0 2.390
C -5.5299 -4.2824 -2.5504 0.0 0.0 0.0 -0.887
O -3.2608 -3.8380 -1.3193 0.1 -0.1 0.0 -0.946
O -3.2984 -3.7675 -3.7902 0.1 -0.1 0.0 -0.936
H -1.9258 -1.5421 -3.5818 0.0 0.0 0.0 0.225
H -1.8955 0.1464 -3.0731 -0.1 0.1 0.1 0.233
H -3.1374 -0.4307 -4.2068 0.0 0.1 0.0 0.215
H -2.8918 -1.3159 -1.2789 0.0 -0.1 0.0 0.189
H -4.0374 -0.1221 -1.8808 -0.2 -0.1 0.0 0.205
H -6.0245 -4.0795 -1.6052 0.0 0.0 0.0 0.250
H -5.3652 -5.3499 -2.6765 0.0 0.0 0.0 0.253
H -6.0978 -3.8859 -3.3872 0.0 0.0 0.0 0.254

***

No. 2
100
Properties=species:S:1:pos:R:3:forces:R:3:mulliken_charge:R:1 method="wB97M-V/def2-TZVPD" spin_multiplicity=1 de_lowest_kj_mol=38.1 e_lumo_ev=-2.18 charge=+1 homo_lumo_gap_ev=7.972
C -51.9702 19.9416 -4.7916 -1.4 0.0 -0.1 -1.042
C -52.5363 19.6923 -3.3502 2.8 -2.1 -0.9 0.722
N -52.7882 20.9537 -2.7087 -2.2 2.4 2.4 1.149
C -52.0330 21.5696 -1.6748 0.4 -0.8 -0.7 -0.228
C -52.5645 22.7331 -1.2368 -2.1 0.5 -0.1 -1.695
N -53.7704 22.8367 -1.9563 1.7 -3.5 -1.9 0.508
C -53.9040 21.6925 -2.8386 0.1 3.3 1.9 -0.076
C -54.7696 23.8554 -1.7339 -2.1 -3.9 -2.6 -0.874
H -51.1806 19.2795 -4.9999 0.6 -1.6 -0.3 0.086
H -51.4384 20.8500 -4.9582 0.1 1.3 0.6 0.338
H -52.7212 19.9100 -5.6090 0.2 -0.3 0.7 0.427
H -51.6589 19.1846 -2.7519 -1.9 1.0 -1.0 -0.386
H -53.3706 18.9201 -3.3858 0.6 1.5 0.4 -0.330
H -51.1807 21.0604 -1.3283 0.9 -0.3 0.2 0.965
H -52.3553 23.5230 -0.4095 -0.1 -1.9 -1.9 0.500
H -54.8312 21.5607 -3.4661 1.3 -0.1 0.6 -0.115
H -55.5856 23.1993 -1.2772 0.5 2.3 0.0 0.285
H -55.0135 24.2143 -2.7395 -0.8 -0.3 0.1 0.113
H -54.2905 24.6746 -1.3828 0.9 2.3 2.5 0.483
N -47.8662 19.7448 -5.2565 -0.1 1.0 0.7 -0.611
C -48.1925 20.6824 -4.3258 1.2 0.7 -2.8 -0.412
C -48.7633 20.3787 -3.1007 1.2 -1.7 -0.6 -0.040
C -48.8424 19.0399 -2.7964 -0.8 -1.8 -2.9 -0.451
C -48.5890 17.9930 -3.8634 -2.7 -1.0 4.9 -0.002
C -48.0889 18.4303 -5.0438 -0.5 2.5 2.2 -0.772
H -47.9023 21.7454 -4.6888 -0.8 -1.8 0.9 0.334
H -49.0205 21.0353 -2.3245 -0.2 1.4 0.5 0.525
H -49.3529 18.8910 -1.8629 0.2 -1.1 0.4 0.514
H -49.0142 16.8372 -3.5969 1.8 3.4 -1.0 0.166
H -47.8202 17.7581 -5.7580 0.7 -1.6 -2.3 0.762
C -51.7543 25.7075 -3.7713 4.0 -2.0 3.0 -0.774
C -50.6180 24.7951 -3.4544 -3.1 2.2 5.0 -0.867
C -50.2740 24.6854 -2.0668 0.3 1.8 -0.3 0.846
C -50.7701 25.6299 -1.1697 -0.9 2.3 -0.2 -0.594
C -51.6653 26.7322 -1.5409 0.9 -3.6 -0.6 -0.682
C -52.2462 26.6639 -2.8640 1.3 0.6 1.0 0.428
O -53.1159 27.6077 -3.3713 -0.1 0.0 0.6 -0.526
O -49.2972 23.7876 -1.6478 0.9 0.3 1.2 -0.535
H -51.8847 25.6563 -4.7707 -1.5 0.6 -3.1 0.812
H -50.0730 24.0506 -3.9121 0.5 -1.1 -2.6 0.745
H -50.3507 25.7018 -0.1487 -0.3 -0.3 -0.6 0.284
H -51.8428 27.3767 -0.6770 -0.5 0.4 -0.9 0.309
H -53.3036 28.3350 -2.7379 0.4 -0.9 -0.4 0.330
H -48.7339 24.0834 -0.8355 -1.9 -0.3 -2.3 0.307
C -52.8292 18.1160 -0.1452 1.0 -1.6 -1.6 -0.436
C -52.3193 16.9457 -0.9218 0.7 0.2 -0.4 -0.449
C -53.1463 16.1422 -1.8170 -2.1 6.4 3.6 0.331
C -54.5147 16.6407 -1.8986 0.5 -2.4 -2.0 -0.458
C -55.0532 17.6864 -1.1581 1.7 0.0 1.1 -0.542
C -54.1802 18.5041 -0.2890 0.9 -2.8 -1.4 0.612
O -54.6468 19.5717 0.3770 0.7 0.6 3.6 -0.555
O -52.7351 15.1947 -2.5900 2.5 -1.9 -0.2 -0.466
H -52.0388 18.6805 0.4897 -1.7 -0.9 -1.1 0.245
H -51.1305 16.7630 -0.9485 -2.8 0.3 0.4 0.092
H -55.1326 16.0297 -2.7197 0.9 1.5 2.2 0.246
H -56.1389 17.6507 -1.1151 0.1 1.0 -0.1 0.624
H -54.1741 19.5566 1.3212 -1.6 0.3 -3.1 0.421
H -51.8183 15.0603 -2.2313 -0.8 -0.6 -1.1 0.343
C -52.6441 16.4842 -5.9729 -1.2 0.8 0.8 0.164
C -54.2037 16.5160 -6.3009 9.4 -0.1 -5.8 -1.101
C -54.5410 16.5199 -7.6494 0.5 1.2 -2.3 0.243
C -53.5030 16.8067 -8.6493 3.0 -1.1 7.3 -0.823
C -52.1006 16.9420 -8.2356 -4.4 -1.3 -1.7 -0.535
C -51.6617 16.6292 -6.9799 -2.9 0.7 0.5 0.343
O -50.3859 16.6564 -6.6807 -1.0 -1.8 4.6 -0.470
O -55.9042 16.5581 -8.1169 1.6 0.4 3.0 -0.525
H -52.1300 16.5459 -4.8806 -2.0 -0.5 -2.4 -0.039
H -54.7487 16.4279 -5.5409 -4.9 -0.8 5.8 1.092
H -53.7407 17.1537 -9.5344 -1.4 1.2 -4.5 0.583
H -51.3618 17.1748 -8.9399 0.7 0.5 -1.3 0.448
H -49.6098 16.9025 -7.0694 2.1 1.2 -2.8 0.336
H -56.0317 16.2432 -8.9923 0.4 -0.5 -1.2 0.312
C -53.4793 22.7590 -6.5323 2.5 10.5 -10.2 -0.188
C -52.3872 22.6643 -7.6176 -3.7 2.4 2.6 -1.007
C -52.1580 23.7015 -8.4883 -1.2 1.6 0.6 0.614
C -52.9858 24.8740 -8.3882 0.5 0.8 -1.0 -0.385
C -54.0453 24.9645 -7.4947 1.0 -1.5 -0.5 -0.790
C -54.3117 23.9452 -6.5593 1.5 -0.9 0.8 0.043
O -55.3195 24.0807 -5.5884 -0.8 1.0 1.2 -0.313
O -51.2101 23.7751 -9.4601 1.3 -0.8 -0.4 -0.557
H -53.6080 22.0864 -5.9472 -1.5 -8.2 7.2 0.855
H -51.6639 21.9442 -7.6337 1.3 -2.5 0.3 0.395
H -52.7604 25.7925 -9.0654 -0.5 -2.0 1.1 0.273
H -54.7248 25.7551 -7.6445 -0.6 1.1 0.4 0.477
H -55.6325 24.9652 -5.1238 1.8 -2.2 -2.4 0.292
H -50.4861 23.0877 -9.4900 -1.6 0.9 0.6 0.328
C -56.6717 19.5832 -4.4716 0.6 1.3 0.7 -0.212
C -57.2979 20.2666 -3.2735 2.7 -3.9 0.2 -0.523
C -57.8422 21.4884 -3.4378 -0.2 0.7 0.8 0.858
C -57.7127 22.1762 -4.6409 -2.3 3.0 1.0 -0.222
C -57.0941 21.6667 -5.7035 0.3 -2.0 -3.0 -0.337
C -56.6209 20.3015 -5.7035 0.9 -1.2 1.2 0.181
O -55.9727 19.7487 -6.8411 -1.0 2.0 1.0 -0.476
O -58.4163 22.2748 -2.4807 -1.3 -0.2 2.9 -0.593
H -55.9840 18.6448 -4.3728 -1.8 1.6 0.0 0.039
H -57.0974 19.7697 -2.1960 -0.9 1.2 -2.7 -0.019
H -58.2750 23.2312 -4.6434 1.6 -2.4 -0.3 0.265
H -57.1768 22.2148 -6.6528 0.6 -0.3 0.4 0.444
H -55.8151 18.8001 -6.8243 -0.3 -0.2 0.5 0.237
H -58.8041 21.8854 -1.6075 1.4 0.3 -2.8 0.361

***

No. 3
16
Properties=species:S:1:pos:R:3:forces:R:3:nbo_charge:R:1 method="wB97M-V/def2-TZVPD" spin_multiplicity=1 de_lowest_kj_mol=142.6 smiles=CCOC1CC1 e_lumo_ev=1.22 homo_lumo_gap_ev=10.723
C 2.5789 0.1630 -0.3048 0.0 0.0 0.0 -0.623
C 1.2565 0.0476 0.4302 0.2 0.0 0.1 -0.059
O 0.2219 0.2735 -0.5138 0.0 0.0 -0.1 -0.530
C -0.9359 -0.4540 -0.2748 -0.2 -0.2 0.0 0.086
C -1.9134 0.0069 0.7672 0.0 0.0 0.2 -0.458
C -2.2139 0.1769 -0.7030 -0.1 0.0 -0.2 -0.432
H 3.4229 0.2179 0.3896 -0.1 0.0 -0.1 0.208
H 2.5736 1.0668 -0.9206 0.0 -0.1 0.1 0.217
H 2.7248 -0.6964 -0.9664 0.0 0.1 0.1 0.208
H 1.1492 -0.9479 0.8854 0.0 0.1 -0.1 0.166
H 1.1869 0.7862 1.2435 0.0 -0.1 -0.1 0.165
H -0.8185 -1.5311 -0.4157 0.0 0.2 0.0 0.176
H -2.4628 -0.7450 1.3273 0.1 0.1 -0.1 0.215
H -1.6589 0.9019 1.3274 0.0 -0.1 -0.1 0.221
H -2.9740 -0.4475 -1.1627 0.1 0.1 0.1 0.215
H -2.1372 1.1811 -1.1086 0.0 -0.2 0.1 0.227

***

No. 4
19
Properties=species:S:1:pos:R:3:forces:R:3:nbo_charge:R:1 method="wB97M-V/def2-TZVPD" spin_multiplicity=2 de_lowest_kj_mol=182.5 e_lumo_ev="4.08 / 4.03" charge=-1 homo_lumo_gap_ev="2.549 / 10.897"
C 0.9064 -0.1579 2.6083 -1.1 1.0 3.7 -0.782
C 1.7938 0.8566 1.8426 1.8 -4.4 -0.8 -1.070
H 0.2792 -0.8669 2.0867 0.2 0.0 -0.8 0.196
H 1.4582 -0.8212 3.3875 -0.6 1.3 -1.2 0.188
H 0.0926 0.4359 3.2335 1.6 -1.1 -0.9 0.175
H 2.0893 0.2086 0.9779 -1.0 1.1 -0.7 0.199
H 2.8714 0.7729 2.1126 -0.7 1.2 1.2 0.205
H 1.3538 1.7877 1.5942 -0.2 0.8 -0.2 0.207
C -1.6439 -0.3884 -1.5466 0.3 0.8 -0.2 -0.454
C -0.4625 -0.9389 -0.7441 2.4 1.5 -1.2 -0.734
C -1.1554 0.6992 -2.5139 2.0 0.2 0.9 -0.707
H -2.1302 -1.1706 -2.1403 0.2 -0.1 0.1 0.183
H -2.4152 -0.0392 -0.8405 0.2 0.0 -0.2 0.197
H 0.5233 -1.2392 -1.3454 -1.8 1.6 0.6 0.180
H -0.1185 0.4271 -2.7704 -0.5 -0.4 -0.7 0.206
H -1.7244 0.9464 -3.3590 -1.0 -0.4 -1.4 0.189
H -0.6533 -1.9201 -0.5417 -1.1 -2.6 1.9 0.196
H -0.1702 -0.2872 0.1319 -0.4 -1.0 -1.1 0.219
H -0.8945 1.6952 -2.1734 -0.5 0.3 1.3 0.205

***

Max |F|? In order: 1.46, 14.87, 0.25, 4.77 eV Å⁻¹.